Below is C27H26Cl2N4O2S in the gas phase, with properties calculated with the ωB97M-V functional and the def2-TZVPD basis.

The structure (SMILES) is CN(C)c1ccc(NC(=S)N(CCc2ccccc2)[C@H]2CC(=O)N(c3c(Cl)cccc3Cl)C2=O)cc1. The value obtained for the energy above the lowest of the compared OMol25 structures with the same formula, charge and spin is 0.0 kcal per mole. Its charge is 0. As for the spin multiplicity: 1. As for the total energy: -74358.117 eV. As for the HOMO energy: -7.474 eV. The calculation puts the largest force on an atom at 0.013 Eh/bohr.

Positions of all 62 atoms, in Å:
C: 1.518 -0.037 -6.956
N: 1.375 1.346 -6.567
C: 1.388 2.339 -7.614
C: 0.818 1.653 -5.348
C: 0.597 0.667 -4.375
C: 0.083 0.979 -3.134
C: -0.224 2.296 -2.810
N: -0.767 2.646 -1.552
C: -0.649 1.929 -0.405
S: -1.967 1.806 0.600
N: 0.544 1.386 -0.059
C: 1.799 1.737 -0.690
C: 2.844 2.264 0.308
C: 3.525 1.220 1.152
C: 4.097 0.089 0.578
C: 4.723 -0.863 1.363
C: 4.799 -0.694 2.735
C: 4.261 0.441 3.315
C: 3.629 1.390 2.528
C: 0.548 0.330 0.925
C: 0.366 0.721 2.393
C: -0.509 -0.365 2.972
O: -0.705 -0.622 4.125
N: -1.057 -1.063 1.903
C: -1.999 -2.104 2.057
C: -3.280 -1.845 2.544
Cl: -3.720 -0.237 2.951
C: -4.194 -2.879 2.687
C: -3.835 -4.168 2.336
C: -2.568 -4.443 1.850
C: -1.654 -3.411 1.720
Cl: -0.062 -3.736 1.155
C: -0.592 -0.659 0.667
O: -0.940 -1.092 -0.398
C: -0.038 3.283 -3.770
C: 0.469 2.970 -5.013
H: 1.965 -0.088 -7.946
H: 0.556 -0.562 -6.983
H: 2.181 -0.558 -6.263
H: 1.856 1.920 -8.502
H: 0.378 2.674 -7.882
H: 1.975 3.207 -7.307
H: 0.808 -0.368 -4.584
H: -0.112 0.191 -2.422
H: -1.625 3.183 -1.591
H: 2.192 0.873 -1.237
H: 1.602 2.529 -1.411
H: 2.369 3.005 0.953
H: 3.610 2.779 -0.280
H: 4.060 -0.049 -0.493
H: 5.154 -1.738 0.901
H: 5.285 -1.438 3.347
H: 4.328 0.589 4.382
H: 3.223 2.281 2.986
H: 1.482 -0.230 0.801
H: 1.299 0.803 2.947
H: -0.182 1.664 2.471
H: -5.179 -2.663 3.066
H: -4.549 -4.969 2.442
H: -2.282 -5.447 1.581
H: -0.301 4.306 -3.540
H: 0.586 3.768 -5.727



Below is 2 unconnected molecules or ions with the total composition C27H26Cl2O5 at a distorted geometry, with properties calculated with the ωB97M-V functional and the def2-TZVPD basis.

Its charge is 0. As for the spin multiplicity: 1. As for the total energy: -63701.363 eV. As for the HOMO energy: -6.623 eV. The calculation puts the largest force on an atom at 0.039 Eh/bohr.

Positions of all 60 atoms, in Å:
Cl: -6.031 2.290 -2.416
C: -4.431 1.699 -2.260
C: -4.196 0.315 -2.314
C: -2.903 -0.158 -2.146
C: -1.801 0.716 -1.927
C: -0.497 0.133 -1.751
C: 0.749 0.672 -2.173
C: 1.870 -0.211 -2.184
C: 3.161 0.270 -2.272
C: 3.369 1.653 -2.402
Cl: 4.965 2.268 -2.336
C: 2.284 2.528 -2.550
C: 0.985 2.028 -2.531
C: -2.084 2.102 -1.829
C: -3.373 2.591 -2.037
H: -5.023 -0.368 -2.490
H: -2.705 -1.228 -2.191
H: -0.506 -0.945 -1.607
H: 1.684 -1.282 -2.093
H: 4.013 -0.405 -2.218
H: 2.473 3.592 -2.686
H: 0.154 2.682 -2.784
H: -1.289 2.794 -1.560
H: -3.572 3.662 -2.024
C: -4.036 0.455 2.170
C: -3.260 -0.673 1.563
O: -1.884 -0.202 1.556
C: -1.049 -0.960 0.827
C: 0.355 -0.494 0.773
C: 0.697 0.915 0.973
O: 1.835 1.392 0.909
O: -0.333 1.746 1.221
C: 0.132 3.082 1.537
C: -1.083 3.813 2.019
C: 1.377 -1.475 0.940
C: 2.770 -1.159 0.851
C: 3.759 -2.109 0.942
C: 3.429 -3.459 1.223
O: 4.456 -4.336 1.381
C: 4.156 -5.667 1.853
C: 2.064 -3.815 1.338
C: 1.079 -2.853 1.182
O: -1.458 -1.954 0.224
H: -5.099 0.209 2.198
H: -3.696 0.653 3.192
H: -3.908 1.369 1.577
H: -3.304 -1.593 2.162
H: -3.583 -0.881 0.536
H: 0.897 3.017 2.322
H: 0.566 3.528 0.632
H: -0.811 4.829 2.310
H: -1.851 3.872 1.241
H: -1.512 3.315 2.895
H: 3.053 -0.124 0.701
H: 4.807 -1.835 0.837
H: 5.133 -6.138 1.952
H: 3.647 -5.641 2.827
H: 3.541 -6.214 1.126
H: 1.776 -4.845 1.561
H: 0.043 -3.165 1.236



Below is a molecular structure, C27H26Cl5IN2O3Pt at a distorted geometry, with properties calculated with the ωB97M-V functional and the def2-TZVPD basis.

The value obtained for the energy above the lowest of the compared OMol25 structures with the same formula, charge and spin is 77.2 kcal per mole. Its charge is -2. As for the spin multiplicity: 1. As for the total energy: -111480.011 eV. As for the HOMO energy: -0.985 eV. The calculation puts the largest force on an atom at 0.208 Eh/bohr.

Positions of all 65 atoms, in Å:
Pt: -0.111 -0.087 -0.613
Cl: -2.067 -0.055 -1.846
C: -1.880 2.188 -0.369
C: -0.306 2.114 -0.721
C: 0.127 3.031 -1.632
Cl: 1.832 3.007 -2.056
C: -0.663 4.064 -2.190
Cl: 0.076 5.381 -3.068
C: -2.069 4.071 -1.971
Cl: -3.042 5.240 -2.818
C: -2.675 3.221 -1.109
Cl: -4.401 3.111 -0.911
C: -3.351 -0.160 -2.607
C: -1.249 -1.123 -2.444
N: -2.093 0.996 -0.972
O: -0.645 -1.912 -3.075
H: -1.456 0.626 -2.657
H: -3.622 -0.867 -3.384
H: -4.226 0.484 -2.522
H: -2.337 -0.855 -0.991
H: -2.073 2.204 0.709
I: -6.048 0.745 3.552
C: -4.710 -0.325 2.331
C: -3.351 -0.239 2.580
C: -2.476 -0.931 1.751
C: -2.959 -1.694 0.695
C: -4.331 -1.813 0.506
C: -5.215 -1.106 1.304
C: -2.000 -2.511 -0.179
O: -2.460 -3.518 -0.711
O: -0.749 -2.209 -0.093
H: -2.967 0.357 3.397
H: -1.409 -0.883 1.927
H: -4.680 -2.449 -0.297
H: -6.280 -1.169 1.126
C: 1.251 -0.715 3.306
C: 2.270 0.393 2.994
C: 1.561 1.697 2.603
C: 3.232 -0.086 1.917
C: 4.563 -0.256 2.249
C: 5.491 -0.750 1.344
C: 5.045 -1.104 0.079
C: 3.729 -0.971 -0.329
C: 3.369 -1.481 -1.716
C: 2.426 -2.687 -1.608
C: 2.771 -0.408 -2.632
C: 2.760 -0.418 0.591
N: 1.485 -0.207 0.321
H: 0.488 -0.364 4.007
H: 1.750 -1.587 3.734
H: 0.778 -1.027 2.375
H: 2.862 0.586 3.895
H: 0.899 1.528 1.757
H: 2.287 2.455 2.303
H: 0.977 2.076 3.447
H: 4.878 -0.007 3.258
H: 6.532 -0.871 1.618
H: 5.757 -1.527 -0.625
H: 4.305 -1.813 -2.179
H: 1.524 -2.417 -1.061
H: 2.913 -3.513 -1.086
H: 2.114 -3.021 -2.600
H: 1.738 -0.196 -2.367
H: 2.764 -0.759 -3.668
H: 3.345 0.515 -2.569